No. 1
Molecular formula: C25H26NO2S
Method: DFT, ωB97M-V/def2-TZVPD

XYZ file:
```
55
Properties=species:S:1:pos:R:3:forces:R:3:lowdin_charge:R:1
C 6.16383 -1.69151 0.41825 0.307 -0.753 0.016 -0.07
O 5.69901 -0.36446 0.52260 -2.631 0.952 -0.695 -0.04
C 4.39084 -0.15461 0.09712 1.374 0.046 0.311 -0.19
C 3.91666 1.16887 0.10818 0.431 0.118 0.136 0.03
C 2.67366 1.47776 -0.36784 0.041 -0.183 -0.043 0.01
C 1.82331 0.48533 -0.90791 -0.420 -0.110 -0.090 -0.19
C 0.60327 0.87658 -1.51117 0.277 -0.646 0.003 0.12
C -0.27298 0.13088 -2.33646 0.316 0.002 0.063 -0.19
C -1.54788 0.66056 -2.64050 0.106 -0.219 -0.009 0.01
C -2.46590 -0.05457 -3.35615 -0.447 -0.105 -0.187 0.03
C -2.17255 -1.34531 -3.82914 -1.185 -0.576 -0.453 -0.19
O -3.19265 -2.03503 -4.47803 1.731 1.856 1.312 -0.05
C -2.89918 -3.37346 -4.81066 0.123 -0.750 -0.259 -0.07
C -0.87475 -1.84075 -3.61485 -0.320 -0.466 -0.299 0.02
C 0.04959 -1.12084 -2.90885 -0.098 0.251 -0.005 0.01
C 2.26220 -0.85436 -0.80531 -0.036 0.197 0.119 0.01
C 3.50985 -1.16090 -0.33573 0.534 -0.313 0.131 0.02
H 7.17661 -1.74353 0.82281 -0.227 0.265 -0.033 0.11
H 5.52195 -2.35771 0.99508 0.097 -0.122 0.009 0.10
H 6.18806 -2.00025 -0.62814 -0.007 -0.081 0.007 0.10
H 4.57074 1.94153 0.47455 0.112 0.125 0.096 0.13
H 2.33512 2.49877 -0.36560 0.003 0.281 -0.006 0.12
H 0.30704 1.89477 -1.32948 -0.089 0.363 0.081 0.11
H -1.79691 1.63995 -2.27334 -0.158 0.236 0.106 0.12
H -3.44484 0.34915 -3.54944 -0.177 0.068 -0.060 0.13
H -3.76206 -3.80885 -5.31894 0.066 0.326 0.130 0.11
H -2.04074 -3.41164 -5.48170 -0.018 -0.143 -0.057 0.10
H -2.69837 -3.94889 -3.90555 0.044 -0.069 -0.033 0.11
H -0.59902 -2.79808 -4.01875 0.131 -0.121 -0.074 0.11
H 1.05780 -1.48848 -2.84670 0.044 -0.125 -0.075 0.11
H 1.58166 -1.65362 -1.03803 0.033 -0.148 0.042 0.11
H 3.81678 -2.18999 -0.29188 -0.041 -0.198 0.033 0.11
C -3.22875 3.38694 2.72825 -0.831 0.469 -0.033 -0.26
S -2.56162 2.67898 1.18833 2.536 0.052 2.067 1.02
C -1.77123 4.19373 0.59465 -0.218 0.182 -0.352 -0.28
C -1.07462 1.96123 1.89516 -0.561 0.827 -1.631 -0.37
C -1.04904 0.71860 2.50479 -0.595 -0.981 0.123 -0.35
C 0.13673 0.22837 3.11328 -0.415 0.121 -0.259 -0.05
C 0.15184 -0.99203 3.72740 -0.160 -0.247 0.027 -0.04
C -0.99452 -1.79581 3.76921 -0.106 1.384 -0.698 -0.27
C -0.97379 -3.03350 4.39782 0.074 -3.006 1.522 -0.22
N -0.95566 -4.07524 4.92183 -0.016 1.508 -0.780 0.15
C -2.16911 -1.32591 3.16902 0.151 -0.282 0.136 -0.03
C -2.20360 -0.10669 2.55417 0.594 0.185 0.125 -0.07
H -3.64617 2.60697 3.35979 0.080 -0.276 -0.230 0.06
H -2.44487 3.89083 3.28408 0.327 -0.116 -0.227 0.07
H -4.01480 4.10301 2.50870 -0.257 0.068 -0.124 0.05
H -1.16199 3.97975 -0.27974 -0.083 -0.215 -0.031 0.04
H -2.53302 4.91507 0.31725 -0.180 -0.020 -0.023 0.06
H -1.13637 4.63163 1.35905 -0.049 -0.228 0.232 0.07
H -0.17291 2.54136 1.83948 -0.089 0.590 -0.118 0.05
H 1.02611 0.83244 3.08774 0.240 0.179 0.026 0.10
H 1.05257 -1.35680 4.18957 0.214 -0.045 0.113 0.12
H -3.04706 -1.94793 3.19584 -0.206 -0.113 0.015 0.12
H -3.10825 0.23773 2.08591 -0.365 0.004 -0.097 0.08
```
Positions in Å, forces in eV/Å.

The value obtained for the energy above the lowest of the compared OMol25 structures with the same formula, charge and spin is 284.8 kJ/mol. The HOMO energy is -8.813 eV. Its max |F| is 3.37 eV Å⁻¹. The frontier orbital gap comes out at 3.52 eV. The net charge is +1.

=====

No. 2
Molecular formula: C19H49AgAsO2P2S2Si2
Method: DFT, ωB97M-V/def2-TZVPD

XYZ file:
```
78
Properties=species:S:1:pos:R:3:forces:R:3:lowdin_charge:R:1
Ag 0.90166 -0.02430 0.09902 0.355 -0.178 -0.072 0.17
C -0.79526 4.51931 4.29372 0.030 0.041 0.029 -0.09
C -1.54014 3.61473 3.33256 -0.093 0.059 -0.047 -0.35
O -1.08854 2.27563 3.46393 0.034 -0.124 -0.037 -0.37
P -0.19062 1.60755 2.27184 -0.386 -0.191 -0.136 -0.21
S 0.19724 -0.25097 2.82431 -0.138 0.303 -0.093 0.19
S -1.08420 1.91871 0.51595 -0.012 -0.003 0.494 0.18
O 1.11522 2.55365 2.36053 0.020 0.198 0.097 -0.37
C 2.43566 2.08779 2.62057 0.054 -0.180 -0.129 -0.35
C 3.19940 3.19610 3.30502 0.067 0.071 0.046 -0.08
H -1.17013 5.54366 4.21892 -0.003 0.014 -0.007 0.07
H 0.26742 4.51671 4.05348 0.013 0.003 -0.008 0.06
H -0.91774 4.18058 5.32438 -0.012 -0.027 -0.008 0.07
H -1.41743 3.95395 2.29980 -0.012 -0.004 0.033 0.06
H -2.61367 3.61036 3.55023 0.039 0.032 0.004 0.11
H 2.88957 1.81642 1.66266 0.042 -0.020 0.055 0.07
H 2.39192 1.18413 3.23300 0.015 0.062 0.003 0.06
H 3.28835 4.06838 2.65512 -0.025 0.009 -0.011 0.07
H 4.20484 2.85434 3.56169 0.005 -0.010 -0.026 0.07
H 2.69456 3.50030 4.22419 -0.006 -0.011 0.020 0.07
C 5.34225 -2.19353 -0.64347 -0.041 -0.054 0.070 -0.27
Si 3.62281 -2.52884 0.10978 -0.083 -0.041 0.001 -0.05
C 3.65449 -4.41672 0.41063 0.032 0.061 0.081 -0.29
C 3.72633 -1.74518 1.83840 0.123 -0.071 -0.065 -0.27
As 1.83775 -2.00417 -1.22457 -0.044 -0.117 -0.229 0.41
Si 2.32402 1.49979 -1.27425 -0.143 0.258 0.015 0.32
C 4.19406 1.49467 -1.67402 -0.024 -0.070 0.022 -0.28
C 1.48968 1.49956 -2.99178 0.071 0.026 -0.011 -0.30
C 2.11549 3.35099 -0.78533 0.094 -0.052 0.005 -0.28
H 6.14000 -2.51216 0.03813 0.027 -0.018 0.008 0.01
H 5.46821 -1.13186 -0.84657 0.010 0.139 -0.002 -0.01
H 5.45780 -2.72283 -1.59087 -0.012 -0.057 -0.044 0.00
H 4.61348 -4.72483 0.84414 0.010 -0.026 0.027 0.00
H 3.50271 -4.96520 -0.52018 0.018 0.015 -0.076 -0.01
H 2.85553 -4.70923 1.09457 -0.041 0.010 0.039 0.00
H 4.33060 -2.38591 2.49209 0.032 0.056 0.056 0.01
H 2.74491 -1.60225 2.28723 -0.081 -0.058 0.006 -0.04
H 4.20171 -0.76217 1.78529 0.017 0.034 -0.027 0.01
H 4.52405 0.56576 -2.13552 -0.028 -0.123 -0.045 -0.01
H 4.79260 1.64800 -0.77149 0.021 0.019 0.033 0.00
H 4.40283 2.31879 -2.36669 0.050 0.047 -0.012 0.00
H 1.59971 0.53062 -3.48017 0.032 -0.061 -0.012 -0.02
H 1.90996 2.27978 -3.63878 0.000 0.027 -0.045 0.00
H 0.42011 1.69261 -2.87363 -0.055 0.032 0.006 -0.01
H 2.60493 3.58738 0.16433 0.030 0.007 -0.005 -0.01
H 1.06111 3.60304 -0.66958 -0.050 0.002 -0.005 -0.02
H 2.55782 3.98723 -1.56315 0.000 0.059 -0.025 0.00
C -5.66489 -0.27127 -0.31474 -0.011 0.014 -0.052 -0.15
C -4.84480 -1.54705 -0.51484 -0.037 0.176 -0.101 -0.58
C -4.96409 -2.40297 0.74439 0.023 0.005 0.026 -0.15
P -3.04536 -1.17627 -0.94789 -0.034 -0.254 0.124 1.09
C -2.56179 -2.97114 -1.24536 -0.024 -0.002 0.024 -0.56
C -1.83418 -3.42393 0.02736 0.087 0.009 0.063 -0.17
C -1.66367 -3.29832 -2.43270 0.036 -0.023 -0.108 -0.16
C -3.31976 -0.31623 -2.58883 -0.052 -0.006 -0.021 -0.56
C -3.41456 1.18876 -2.29148 0.008 0.020 -0.011 -0.17
C -2.18454 -0.49381 -3.60015 0.060 0.034 -0.052 -0.14
H -6.63955 -0.51529 0.12039 -0.017 0.004 -0.011 0.06
H -5.84382 0.25389 -1.25311 0.021 0.009 -0.004 0.06
H -5.15578 0.41672 0.36401 0.002 -0.001 0.039 0.08
H -5.27431 -2.10225 -1.36114 0.015 -0.023 0.032 0.09
H -4.46903 -1.91718 1.58840 0.013 0.020 0.014 0.08
H -4.52529 -3.39139 0.62697 0.034 -0.034 -0.024 0.05
H -6.02019 -2.53333 1.00307 0.000 -0.010 0.008 0.06
H -3.49233 -3.54438 -1.36048 0.016 0.020 0.012 0.08
H -0.84006 -2.96630 0.06673 -0.045 -0.027 -0.030 0.01
H -1.70551 -4.51076 0.01361 0.012 -0.032 0.019 0.07
H -2.34935 -3.14709 0.94688 -0.046 0.012 0.009 0.05
H -0.77376 -2.66811 -2.46207 -0.016 -0.016 0.025 -0.01
H -2.18812 -3.22790 -3.38563 -0.013 -0.028 0.019 0.05
H -1.30487 -4.32574 -2.32749 0.008 -0.038 0.007 0.07
H -4.26465 -0.66444 -3.03035 0.038 0.015 -0.002 0.09
H -2.42317 1.57156 -2.04438 0.019 -0.007 0.005 0.03
H -4.05958 1.44257 -1.45300 -0.019 -0.026 -0.004 0.04
H -3.77284 1.71508 -3.18225 -0.001 0.037 0.005 0.07
H -1.20672 -0.45812 -3.11204 -0.008 0.020 0.004 0.07
H -2.20936 0.32850 -4.32167 -0.014 0.009 -0.004 0.07
H -2.24717 -1.42417 -4.15767 -0.005 0.031 0.015 0.05
```
Positions in Å, forces in eV/Å.

Its expectation value of S² is 0.76. The value obtained for the energy above the lowest of the compared OMol25 structures with the same formula, charge and spin is 71.9 kJ/mol. The HOMO energy (spin up / spin down) is 0.631 / 0.143 eV. Its max |F| is 0.49 eV Å⁻¹. The spin multiplicity is 2. The frontier orbital gap (spin up / spin down) comes out at 4.03 / 4.50 eV. The net charge is -2.

=====

No. 3
Molecular formula: C9H10BCl3NO3
Method: DFT, ωB97M-V/def2-TZVPD

XYZ file:
```
27
Properties=species:S:1:pos:R:3:forces:R:3:lowdin_charge:R:1
C -2.15885 0.05974 1.57338 -1.167 0.286 0.350 -0.07
C -1.14867 -0.84473 2.21665 1.626 -0.898 0.289 -0.15
N 0.12816 -0.04957 2.16995 2.431 0.059 -1.156 -0.34
O 1.21777 -0.67043 2.34043 -2.031 1.606 -0.474 0.00
O 0.08480 1.18585 1.97623 0.192 -2.375 0.618 0.03
H -3.10242 -0.45572 1.48644 -0.525 -0.188 0.419 0.07
H -2.25856 0.98295 2.14964 -0.315 -0.122 -0.178 0.08
H -1.96124 0.34301 0.51384 0.609 -0.316 0.801 0.09
H -1.10599 -1.85718 1.72057 0.670 1.455 -0.065 0.07
Cl -3.38661 -4.68038 3.75413 0.162 0.089 -0.012 0.45
B -1.68504 -3.92948 3.68538 0.436 0.301 -0.030 -1.86
Cl -0.50682 -4.87017 4.84298 -0.235 0.286 -0.010 0.39
Cl -0.92550 -4.13666 1.94686 -0.145 -0.226 -0.061 0.46
O -1.80476 -2.52845 4.01182 -0.147 -0.326 0.285 -0.16
C -0.87305 -1.55642 3.80485 -0.366 1.181 -1.680 -0.23
C -0.93020 -0.45763 4.84242 0.035 -0.918 0.370 -0.16
C 0.24195 0.19656 5.20538 0.257 -0.098 -0.384 -0.04
C 0.23065 1.23562 6.12122 -0.199 -0.002 0.085 -0.09
C -0.95484 1.59148 6.75350 -0.127 -0.065 0.328 -0.11
C -2.10569 0.84671 6.48261 -0.057 -0.043 -0.311 -0.09
C -2.10780 -0.18477 5.53455 0.067 0.329 0.220 -0.01
H 0.18460 -1.84304 3.52962 -1.290 -0.358 0.913 0.13
H 1.17180 -0.16277 4.75945 -0.193 0.372 0.107 0.11
H 1.14916 1.74694 6.35310 0.192 0.100 0.094 0.09
H -0.96715 2.38670 7.52360 -0.040 -0.511 -0.633 0.10
H -3.02149 1.08937 7.00200 -0.096 -0.053 0.108 0.09
H -2.97880 -0.82651 5.36398 0.258 0.435 0.009 0.13
```
Positions in Å, forces in eV/Å.

The value obtained for the energy above the lowest of the compared OMol25 structures with the same formula, charge and spin is 0.0 kJ/mol. The HOMO energy is -6.170 eV. Its max |F| is 2.69 eV Å⁻¹. The frontier orbital gap comes out at 9.09 eV. The net charge is -1.

=====

No. 4
Molecular formula: C17H17NO4
Method: DFT, ωB97M-V/def2-TZVPD

XYZ file:
```
39
Properties=species:S:1:pos:R:3:forces:R:3:lowdin_charge:R:1
O 4.96423 0.12859 2.82072 -2.997 2.416 -9.689 0.06
C 4.16123 -0.85541 2.15872 0.108 0.523 0.233 -0.28
C 4.27723 -2.20741 2.57572 -3.509 -2.259 -3.441 0.05
C 3.37823 -3.26341 1.80072 2.099 5.349 1.476 0.05
C 2.43223 -2.76341 0.90972 0.753 -2.405 0.450 -0.41
O 1.57523 -3.66941 0.34672 -1.682 1.701 -1.565 0.00
C 2.44623 -1.48541 0.50772 0.655 7.036 0.142 -0.04
C 3.27123 -0.41441 1.10472 -0.120 -1.713 0.434 0.02
H 5.10523 -0.19341 3.58272 1.959 -3.484 9.038 -0.04
H 4.83423 -2.61141 3.41972 0.297 0.507 -0.400 0.09
H 3.58123 -4.28141 1.68772 0.245 -1.571 0.935 0.08
H 0.88523 -3.10341 -0.19428 1.660 -1.709 1.635 0.10
H 1.75023 -0.97141 -0.20428 0.286 -1.401 0.347 0.12
H 3.16423 0.73459 0.81172 0.378 -2.952 0.664 0.14
O -4.11477 1.11659 -2.99828 1.177 -0.204 -1.683 -0.03
C -3.28577 0.06359 -2.51728 -1.111 1.033 1.794 -0.27
C -3.40377 -0.24341 -1.15728 4.986 -5.274 -2.477 0.02
C -2.56077 -1.42841 -0.67528 -1.104 1.073 0.550 0.04
C -1.58777 -2.05941 -1.46728 -2.856 2.603 -0.362 -0.33
O -0.72877 -2.99441 -0.97228 0.113 -0.565 -0.648 0.02
C -1.64577 -1.67241 -2.82028 1.180 0.324 0.490 -0.04
C -2.33777 -0.62241 -3.37628 -3.062 0.792 2.302 0.01
H -4.93477 1.55959 -2.66928 1.352 -1.660 0.691 0.13
H -4.11877 0.16359 -0.57928 -2.170 1.310 2.054 0.06
H -2.73677 -1.90441 0.32872 0.183 1.061 -0.853 0.12
H -0.34777 -3.52441 -1.70428 -0.463 0.354 0.429 0.14
H -0.93377 -2.18741 -3.38528 0.870 -0.743 -1.543 0.09
H -2.53977 -0.41041 -4.39628 0.808 -0.089 -0.981 0.11
C -1.83177 3.16659 -0.07128 -0.243 0.396 0.749 -0.09
C -2.02577 4.33659 0.69172 -2.063 0.249 -1.024 -0.10
C -1.09577 4.65759 1.61772 3.251 0.260 -1.439 -0.14
N 0.10023 3.93259 1.67172 0.858 1.955 1.619 0.02
C 0.44523 2.93759 0.90772 -4.715 -0.733 0.405 -0.11
C -0.69477 2.45959 0.10072 3.234 1.480 0.917 -0.06
H -2.55777 2.84759 -0.79028 -0.295 -0.117 -0.313 0.09
H -2.91477 4.99359 0.43772 1.198 -0.816 0.656 0.12
H -0.95077 5.71059 1.93372 -0.624 -1.008 0.747 0.11
H 1.35523 2.32359 1.09772 -0.581 0.907 -0.380 0.10
H -0.37877 1.73459 -0.53528 -0.052 -2.626 -1.959 0.05
```
Positions in Å, forces in eV/Å.

The value obtained for the energy above the lowest of the compared OMol25 structures with the same formula, charge and spin is 695.5 kJ/mol. The HOMO energy is -8.291 eV. Its max |F| is 10.43 eV Å⁻¹. The frontier orbital gap comes out at 8.73 eV. The SMILES is Oc1ccc(O)cc1.Oc1ccc(O)cc1.c1ccncc1.